Model a:
Below is one molecule with the formula C4H11NOS, with properties calculated with ωB97M-V/def2-TZVPD.

For the LUMO energy, the calculation gives 0.836 eV. The calculation puts the HOMO-LUMO gap at 9.8 eV. For the HOMO energy, the calculation gives -9.013 eV. As for the SMILES: C[C@@H](CS)NCO.

Structure (ORCA input):
```
! wB97M-V def2-TZVPD RIJCOSX def2/J DEFGRID3
* xyz 0 1
C 1.074 0.278 1.830
C 0.353 0.079 0.482
C 0.829 -1.182 -0.278
S 1.894 -0.755 -1.766
N -1.117 -0.044 0.634
C -1.801 1.244 0.484
O -3.172 1.045 0.294
H 1.035 -0.665 2.376
H 2.126 0.548 1.707
H 0.475 0.989 2.399
H 0.462 0.878 -0.240
H -0.008 -1.655 -0.784
H 1.479 -1.807 0.325
H 2.889 -0.086 -1.155
H -1.465 -0.402 1.521
H -1.444 1.655 -0.489
H -1.561 1.993 1.244
H -3.354 0.149 0.031
*
```

---

Model b:
Below is one molecule with the formula C4H11NOS, with properties calculated with ωB97M-V/def2-TZVPD.

For the LUMO energy, the calculation gives 0.818 eV. The calculation puts the HOMO-LUMO gap at 9.7 eV. For the HOMO energy, the calculation gives -8.915 eV. As for the SMILES: CN[C@H](CO)CS.

Structure (ORCA input):
```
! wB97M-V def2-TZVPD RIJCOSX def2/J DEFGRID3
* xyz 0 1
C 1.167 0.784 -1.692
N -0.069 -0.113 -1.476
C -0.525 -0.313 -0.117
C -1.286 0.981 0.458
O -1.623 0.882 1.846
C 0.280 -0.789 1.061
S 1.247 -2.285 0.534
H 1.869 0.794 -0.918
H 1.655 0.500 -2.688
H 0.630 1.854 -1.793
H -0.047 -0.978 -1.934
H -1.372 -1.224 -0.100
H -0.749 1.937 0.520
H -2.045 1.093 -0.270
H -2.244 0.097 1.909
H -0.380 -0.829 1.934
H 1.151 -0.025 1.405
H 2.342 -2.367 1.323
*
```

---

Need the numbers? Relative energies in eV: model a 0.000; model b 1.524.